Record 1
A structure of composition C21H30As3CrNO4S5, computed with ωB97M-V with the def2-TZVPD basis set.

The geometry in XYZ format:
```
65
Properties=species:S:1:pos:R:3
Cr 0.74504 -2.99346 0.73474
C 2.40282 1.64681 0.11751
As 1.27721 0.15839 -0.52153
C 2.62154 -0.60149 -1.72291
C 0.33930 1.10524 -2.00314
C -1.02717 1.75032 -1.73209
C -1.05795 2.45621 -0.37809
C -2.14158 0.68608 -1.78250
As -1.86851 -1.02010 -0.79721
C -2.44185 -0.38253 0.97248
C -3.60631 -1.79162 -1.28377
C -1.35476 2.73798 -2.87349
As -0.52846 4.51248 -3.17852
C 1.28843 4.43342 -2.43454
C -1.34264 5.54524 -1.71448
H 2.82394 2.20560 -0.72127
H 3.21673 1.21179 0.69850
H 1.83816 2.31915 0.76328
H 2.93712 0.15236 -2.44824
H 2.19611 -1.46877 -2.22616
H 3.46622 -0.93618 -1.12390
H 0.22939 0.35295 -2.79113
H 1.05135 1.84570 -2.37446
H -0.92920 1.74175 0.43611
H -2.01537 2.96109 -0.22522
H -0.26325 3.19877 -0.29155
H -2.28812 0.38384 -2.82598
H -3.08399 1.13123 -1.44173
H -3.10956 0.47395 0.86698
H -1.58230 -0.10418 1.58183
H -2.97782 -1.18765 1.47312
H -4.42173 -1.09032 -1.09354
H -3.74024 -2.68487 -0.67324
H -3.60418 -2.07711 -2.33595
H -2.41945 3.00049 -2.82255
H -1.22838 2.21046 -3.82352
H 1.93385 3.83392 -3.07481
H 1.32622 4.04032 -1.42052
H 1.66652 5.45707 -2.43454
H -2.42705 5.44982 -1.77455
H -1.08427 6.59599 -1.84805
H -1.01231 5.21594 -0.73169
O -2.45169 -1.72631 6.83590
C -1.39535 -1.15858 6.50536
O -0.71597 -0.30420 7.11001
C -0.83895 -1.55907 5.11071
C 0.40439 -1.10036 4.68829
C 0.88495 -1.46893 3.44759
N 0.18188 -2.23968 2.61337
C -1.02739 -2.67769 3.00103
C -1.55904 -2.37063 4.24043
C -1.79404 -3.47337 1.94919
O -2.92627 -3.86307 2.19757
O -1.16736 -3.61943 0.83356
H 0.97027 -0.45671 5.34764
H 1.85639 -1.14575 3.09116
H -2.53058 -2.74740 4.52526
S 6.76344 -5.03643 -2.91153
C 5.39242 -4.59504 -2.06526
S 3.79595 -4.80483 -2.65395
C 2.92082 -4.06009 -1.33676
C 3.69760 -3.56297 -0.34428
S 3.13784 -2.73960 1.09147
S 5.41838 -3.75874 -0.56999
S 1.17883 -4.00720 -1.42642
```

Output
Total charge: -2
⟨S²⟩: 6.019
E_HOMO (alpha / beta) in eV: -2.20 / -2.40
LUMO energy (alpha / beta) in eV: 3.80 / 3.80
Spin multiplicity: 5
Gap between HOMO and LUMO (alpha / beta) in Eh: 0.221 / 0.228

Record 2
A structure of composition C18H13FeN3O2, computed with ωB97M-V with the def2-TZVPD basis set.

The geometry in XYZ format:
```
37
Properties=species:S:1:pos:R:3
Fe -0.69259 0.53405 0.26864
C -1.20817 -0.65862 3.20643
O -0.22418 -0.32506 2.19593
C 1.06461 -0.73143 2.35873
C 1.51364 -1.46412 3.43714
C 2.85651 -1.81293 3.49782
C 3.75656 -1.43170 2.49656
C 3.32142 -0.69710 1.42578
C 1.96028 -0.33393 1.32621
N 1.42377 0.40432 0.31434
N 2.26177 0.85105 -0.57710
C 1.89783 1.78541 -1.43979
C 0.64547 2.59103 -1.34854
O -0.28320 2.32061 -0.55134
C 0.51932 3.74012 -2.19262
C 1.45151 4.02753 -3.12128
C 2.63548 3.22395 -3.31145
C 3.55339 3.54210 -4.30652
C 4.68737 2.76478 -4.48733
C 4.90938 1.66303 -3.67061
C 4.00764 1.33607 -2.67338
C 2.85967 2.11091 -2.47725
H -0.91273 -0.21534 4.15520
H -1.29821 -1.74044 3.28132
H -2.14329 -0.23814 2.85334
H 0.83952 -1.76708 4.22365
H 3.20960 -2.39316 4.33938
H 4.79439 -1.72290 2.57130
H 3.99526 -0.39222 0.63960
H -0.37870 4.32812 -2.06479
H 1.31947 4.88387 -3.77186
H 3.37470 4.40079 -4.94082
H 5.39557 3.01632 -5.26458
H 5.79052 1.05274 -3.81313
H 4.18538 0.47429 -2.04752
N -3.49900 -0.89111 -0.08974
C -2.46808 -0.38989 0.04375
```

Output
Total charge: +1
⟨S²⟩: 8.850
E_HOMO (alpha / beta) in eV: -11.85 / -12.52
LUMO energy (alpha / beta) in eV: -4.97 / -6.71
Spin multiplicity: 6
Gap between HOMO and LUMO (alpha / beta) in Eh: 0.253 / 0.214

Record 3
The ion C6H14NO with charge +1 at a distorted geometry, computed with ωB97M-V with the def2-TZVPD basis set.

The geometry in XYZ format:
```
22
Properties=species:S:1:pos:R:3
C -0.60866 0.66324 -2.30703
C -1.14375 0.38836 -1.14522
C -2.33209 1.12334 -0.58170
C -0.86225 -0.93148 -0.32975
C 0.08023 -0.32644 0.66591
N 1.17054 0.93138 0.09150
C 1.14481 -1.43911 1.23967
O 2.07356 -0.63321 1.81611
H 0.35507 0.29521 -2.72426
H -1.14342 1.39264 -2.86887
H -3.09715 1.02620 -1.35907
H -1.90511 2.13377 -0.32045
H -2.79963 0.80703 0.44950
H -1.63574 -1.32268 0.40543
H -0.56112 -1.76542 -1.06267
H -0.38850 0.22795 1.56444
H 2.07289 0.62930 0.49295
H 1.20321 1.04505 -0.88824
H 1.08126 1.79243 0.67759
H 1.59241 -2.04405 0.45059
H 0.59873 -2.01249 1.94938
H 2.17516 -0.52637 2.81308
```

Output
Total charge: +1
Relative energy (zero: lowest compared OMol25 entry of this formula, charge and spin) in kcal per mole: 76.6
E_HOMO in eV: -13.14
LUMO energy in eV: -3.23
Gap between HOMO and LUMO in Eh: 0.364
SMILES: C=C(C)C[C@H]([NH3+])CO

Record 4
A structure of composition C9H9F5OPReSSe2Te2 at a distorted geometry, computed with ωB97M-V with the def2-TZVPD basis set.

The geometry in XYZ format:
```
31
Properties=species:S:1:pos:R:3
Re 0.03674 1.42029 1.41843
Se 2.31322 1.30800 0.74365
Te 2.21478 3.61822 1.72670
Te -0.38008 4.58367 1.87220
Se -1.83756 2.63810 2.29353
F 3.78656 -1.75207 6.61207
C 2.86531 -1.47571 5.70623
C 2.20716 -2.50198 5.04525
F 2.48973 -3.76380 5.33422
C 1.26029 -2.20897 4.07868
F 0.65585 -3.20805 3.44499
C 0.94917 -0.89343 3.73992
S -0.25024 -0.62258 2.47780
C 1.59485 0.10948 4.45335
F 1.28020 1.39018 4.20691
C 2.55353 -0.15698 5.40903
F 3.16838 0.83616 6.04106
C -0.10460 4.64401 -2.24640
P -0.24341 2.86009 -2.01739
C 1.21984 2.04634 -2.68423
C -1.67211 2.31154 -2.96522
O -0.39636 2.58908 -0.53043
H -0.02623 4.90731 -3.30106
H 0.76832 5.01552 -1.71083
H -1.00281 5.09712 -1.82629
H 1.33592 2.25666 -3.74756
H 1.11567 0.97090 -2.54010
H 2.09710 2.39728 -2.14307
H -1.59217 2.68460 -3.98692
H -2.57478 2.70943 -2.50274
H -1.72607 1.22390 -2.98518
```

Output
Total charge: +1
Relative energy (zero: lowest compared OMol25 entry of this formula, charge and spin) in kcal per mole: 23.9
⟨S²⟩: 4.205
E_HOMO (alpha / beta) in eV: -10.83 / -11.49
LUMO energy (alpha / beta) in eV: -6.07 / -5.02
Spin multiplicity: 4
Gap between HOMO and LUMO (alpha / beta) in Eh: 0.175 / 0.238

Record 5
A cluster of 4 separate species, C29H52ClN5O14S in total at a distorted geometry, computed with ωB97M-V with the def2-TZVPD basis set.

The geometry in XYZ format:
```
102
Properties=species:S:1:pos:R:3
C 2.30821 -3.23276 -0.09438
C 1.34783 -2.74747 -1.14804
O 0.84588 -3.52210 -1.87922
N 1.11696 -1.36124 -1.21026
C 0.78718 -0.89963 -2.55342
C 0.21677 -0.87391 -0.15366
C -0.91944 -1.83166 0.26446
C -1.86932 -2.26364 -0.86412
C -3.19648 -1.46257 -0.91198
C -3.11386 -0.09801 -1.61006
O -3.48285 -0.03705 -2.98244
C -3.19174 1.22443 -3.40494
O -2.79430 1.51621 -4.44899
C -3.51256 2.12828 -2.19006
C -2.77441 3.47101 -2.05475
C -1.26169 3.45506 -1.79812
N -0.61834 2.15541 -2.07706
N -0.88663 3.92695 -0.45579
N -0.68370 4.47171 -2.71780
C -3.79784 1.17261 -0.98158
C -5.34215 1.05806 -0.90231
C -5.89822 0.04428 0.11633
C -6.46573 -1.27693 -0.47225
N -6.24213 -1.45120 -1.91996
C -3.06976 1.37373 0.35453
C -3.49961 2.57650 1.19452
C -2.83491 2.41864 2.59114
C -2.79899 3.73620 3.38923
S -1.35588 4.77131 3.04254
O -0.25696 4.01247 2.54766
O -1.04787 5.42944 4.26558
Cl -1.95691 6.23413 1.73349
H 3.34701 -3.09824 -0.40735
H 2.13774 -4.29424 0.08219
H 2.18883 -2.71826 0.86274
H -0.28048 -0.75728 -2.74222
H 1.15746 -1.56735 -3.32714
H 1.25411 0.07516 -2.74784
H -0.23078 0.07539 -0.43031
H 0.82594 -0.67261 0.73700
H -0.47356 -2.66837 0.80679
H -1.51348 -1.29852 1.01739
H -2.18184 -3.28736 -0.64127
H -1.41169 -2.28538 -1.84786
H -3.85489 -2.07952 -1.52797
H -3.63744 -1.41443 0.08056
H -2.04469 0.13695 -1.60644
H -4.52020 2.47735 -2.46531
H -3.30993 4.07711 -1.33094
H -2.91899 3.98566 -3.00674
H -0.32616 2.15577 -3.04957
H 0.25514 2.10782 -1.55768
H -0.01502 4.43295 -0.59055
H -0.62950 3.14571 0.14203
H 0.32541 4.33327 -2.74787
H -0.97792 4.26116 -3.66861
H -5.65271 2.04651 -0.53776
H -5.77891 0.96345 -1.89098
H -6.73519 0.53494 0.62100
H -5.19659 -0.20691 0.90812
H -7.53214 -1.40650 -0.26320
H -5.97034 -2.11253 0.02605
H -7.06688 -1.11457 -2.40656
H -6.18442 -2.43594 -2.14980
H -2.00299 1.37261 0.13685
H -3.24919 0.49426 0.97679
H -4.57412 2.60402 1.38524
H -3.15325 3.53511 0.81092
H -1.79595 2.11743 2.45110
H -3.37943 1.70954 3.21352
H -2.77900 3.55137 4.45993
H -3.67645 4.34891 3.17445
O 3.09055 1.00268 -2.22453
C 3.72344 1.04985 -3.22907
O 4.58068 2.05178 -3.55587
C 5.31284 1.63927 -4.71227
C 4.39090 0.61866 -5.33609
O 3.68421 0.10778 -4.20442
H 5.51202 2.48528 -5.36593
H 6.26233 1.20625 -4.39197
H 3.67383 1.06771 -6.02642
H 4.92540 -0.17698 -5.84951
O 5.53114 -3.17071 -0.09975
C 5.60188 -3.86788 0.86107
O 6.50234 -4.86909 1.02332
C 6.42195 -5.31334 2.38297
C 5.02566 -4.90257 2.77574
O 4.78865 -3.76516 1.94338
H 6.58248 -6.38660 2.45097
H 7.18863 -4.80222 2.96848
H 4.28178 -5.66920 2.54524
H 4.94946 -4.63719 3.82437
O 7.45055 -3.80256 5.93527
C 6.62259 -2.95337 5.99437
O 5.51997 -2.90328 5.19919
C 4.65606 -1.88512 5.71260
C 5.61516 -0.99493 6.46625
O 6.64570 -1.90734 6.85601
H 4.14470 -1.36785 4.90410
H 3.91282 -2.34909 6.36398
H 6.05193 -0.21972 5.83416
H 5.16232 -0.52777 7.33738
```

Output
Total charge: 0
E_HOMO in eV: -8.29
LUMO energy in eV: 0.16
Gap between HOMO and LUMO in Eh: 0.311
SMILES: CC(=O)N(C)CCCC[C@H]1OC(=O)[C@H](CC(N)(N)N)[C@]1(CCCN)CCCCS(=O)(=O)Cl.O=C1OCCO1.O=C1OCCO1.O=C1OCCO1

Record 6
A cluster of 7 separate species, C35H81N3O7 in total at a distorted geometry, computed with ωB97M-V with the def2-TZVPD basis set.

The geometry in XYZ format:
```
126
Properties=species:S:1:pos:R:3
C 5.14625 -0.61890 -1.37521
C 3.65695 -0.38763 -1.10720
C 2.96794 0.40590 -2.28467
C 2.88689 -1.72292 -1.17537
C 2.99748 -2.66339 -0.01389
C 2.72676 -1.89437 1.28381
C 3.55582 -0.54412 1.44269
C 2.87952 0.13079 2.62371
C 4.96939 -0.86383 1.93880
N 3.40896 0.26004 0.18792
O 3.99724 1.48383 0.30733
H 5.68700 -1.17494 -0.60938
H 5.28148 -1.07099 -2.35778
H 5.71094 0.31334 -1.36267
H 2.85187 -0.10972 -3.23796
H 1.94432 0.71028 -2.06635
H 3.56028 1.29892 -2.48404
H 1.83102 -1.57602 -1.40265
H 3.27164 -2.33410 -1.99178
H 2.27486 -3.47803 -0.06174
H 3.98068 -3.12912 0.05330
H 2.90425 -2.60996 2.08663
H 1.65626 -1.78257 1.45593
H 1.80273 0.18988 2.46519
H 3.29017 1.11421 2.85253
H 3.00779 -0.51499 3.49240
H 5.56612 0.03734 1.79770
H 5.43899 -1.71449 1.44489
H 4.91738 -1.13808 2.99246
H 3.27001 2.10480 0.39187
C -0.80588 6.50120 6.65318
C -1.48301 5.91669 5.46588
C -3.05067 5.85943 5.61902
C -1.14608 6.88332 4.24002
C -1.36944 6.20181 2.88689
C -0.58975 4.90095 2.75158
C -1.01116 3.88464 3.88598
C -2.41730 3.23187 3.53316
C 0.04538 2.75545 3.85384
N -0.95416 4.55169 5.17027
O -1.14145 3.66179 6.29191
H -1.26710 6.07174 7.54253
H 0.27283 6.35268 6.60387
H -0.90639 7.58554 6.70015
H -3.60991 5.17986 4.97595
H -3.12273 5.31064 6.55803
H -3.56889 6.81823 5.63441
H -1.93558 7.62781 4.34260
H -0.19327 7.41271 4.24222
H -2.43978 6.15185 2.68692
H -1.00784 6.87547 2.11003
H 0.48271 5.04275 2.61812
H -0.82986 4.61855 1.72655
H -3.05319 4.03871 3.16879
H -2.79619 2.69162 4.40073
H -2.31647 2.45680 2.77343
H -0.45994 1.86472 4.22714
H 0.84685 2.98503 4.55600
H 0.43609 2.51450 2.86521
H -0.24683 3.59194 6.63306
C 0.30239 -3.50913 -7.28923
C 0.88152 -3.13874 -5.94711
C 2.42966 -3.38820 -5.94844
C 0.66324 -1.59107 -5.80186
C -0.70768 -1.27622 -5.22801
C -1.10100 -2.06568 -3.96371
C -1.01195 -3.56474 -4.19199
C -0.97216 -4.20071 -2.72602
C -2.39916 -4.00819 -4.89619
N 0.24553 -3.97258 -4.90961
O 0.44751 -5.29150 -5.07500
H 0.51146 -4.55752 -7.50201
H -0.78224 -3.43278 -7.36562
H 0.71171 -3.00342 -8.16377
H 2.82313 -4.39087 -6.11557
H 2.89713 -2.85382 -6.77549
H 2.81712 -3.13523 -4.96153
H 1.47899 -1.17999 -5.20718
H 0.60405 -1.03682 -6.73856
H -0.82145 -0.21749 -4.99512
H -1.43716 -1.55688 -5.98774
H -2.06682 -1.85688 -3.50361
H -0.45154 -1.79904 -3.12993
H -1.90915 -3.93139 -2.23858
H -0.10031 -3.84395 -2.17766
H -0.80052 -5.27466 -2.65332
H -3.29355 -3.65192 -4.38508
H -2.40991 -5.09661 -4.95397
H -2.44898 -3.55739 -5.88735
H 0.89737 -5.56366 -4.27178
C -3.79425 -3.87619 1.06621
C -4.70848 -2.82120 1.69715
O -3.80253 -1.88858 2.17055
H -4.28527 -4.78465 0.71734
H -3.06093 -4.12012 1.83487
H -3.23374 -3.43637 0.24130
H -5.40804 -3.27340 2.40016
H -5.34418 -2.38856 0.92461
H -3.27243 -2.31699 2.84661
C 0.10972 -3.27465 3.48324
C -0.77815 -2.34186 4.36669
O -2.04864 -2.98838 4.58685
H -0.31374 -3.40452 2.48729
H 0.29690 -4.27029 3.88545
H 1.05600 -2.73831 3.41256
H -0.90922 -1.40056 3.83296
H -0.23239 -2.19954 5.29943
H -1.95809 -3.43924 5.42955
C -0.74096 2.22071 -3.31631
C -1.08301 2.76576 -4.68046
O -2.46503 3.26007 -4.58123
H -0.71660 3.03599 -2.59324
H 0.28837 1.88671 -3.18584
H -1.44166 1.46897 -2.95298
H -1.08958 2.02717 -5.48204
H -0.45532 3.63517 -4.87601
H -2.74820 3.46923 -5.47435
C -0.47483 0.29845 -0.71285
C -1.39013 -0.24193 0.41442
O -2.63556 -0.68110 -0.03456
H 0.56670 0.11446 -0.44931
H -0.56102 1.38003 -0.81706
H -0.59556 -0.17851 -1.68549
H -1.60442 0.43327 1.24285
H -0.87110 -1.11579 0.80822
H -3.09337 -1.12985 0.68002
```

Output
Total charge: 0
Relative energy (zero: lowest compared OMol25 entry of this formula, charge and spin) in kcal per mole: 46.1
E_HOMO in eV: -7.84
LUMO energy in eV: 0.49
Gap between HOMO and LUMO in Eh: 0.306
SMILES: CC1(C)CCCC(C)(C)N1O.CC1(C)CCCC(C)(C)N1O.CC1(C)CCCC(C)(C)N1O.CCO.CCO.CCO.CCO

Record 7
An isolated molecule of C5H10O at a distorted geometry, computed with ωB97M-V with the def2-TZVPD basis set.

The geometry in XYZ format:
```
16
Properties=species:S:1:pos:R:3
O -2.91801 0.14222 -0.42549
C -1.69431 0.35033 0.30201
C -0.59115 -0.59519 -0.11042
C 0.68336 -0.09310 0.40973
C 1.49087 0.92247 -0.34305
C 2.03899 -0.45622 -0.20210
H -3.10412 -0.85242 -0.24321
H -1.94835 0.35192 1.39389
H -1.40435 1.46185 0.13656
H -0.74393 -1.54599 0.51630
H -0.61234 -0.81493 -1.18929
H 0.73518 0.01067 1.47519
H 1.19656 1.20220 -1.35157
H 1.93227 1.64637 0.31225
H 2.88322 -0.61984 0.42404
H 2.05613 -1.11033 -1.10483
```

Output
Total charge: 0
Relative energy (zero: lowest compared OMol25 entry of this formula, charge and spin) in kcal per mole: 39.3
E_HOMO in eV: -9.89
LUMO energy in eV: 1.04
Gap between HOMO and LUMO in Eh: 0.402
SMILES: OCCC1CC1

Record 8
A cluster of 2 separate species, C3H6IN3 in total at a distorted geometry, computed with ωB97M-V with the def2-TZVPD basis set.

The geometry in XYZ format:
```
13
Properties=species:S:1:pos:R:3
C 1.22647 0.41155 -0.65205
C -0.77720 0.87493 0.70127
C -0.48757 -1.17945 -0.46685
N 0.67201 -0.81182 -0.89034
N 0.44677 1.14738 0.31243
N -1.28653 -0.31763 0.34693
I -1.11325 -6.04987 -0.52090
H 2.24268 0.51558 -0.89823
H -1.34818 1.63784 1.21486
H -0.66873 -2.26035 -0.46337
H 1.31915 -1.50697 -1.29993
H 0.74403 2.13981 0.68047
H -2.36124 -0.49978 0.42485
```

Output
Total charge: +2
Relative energy (zero: lowest compared OMol25 entry of this formula, charge and spin) in kcal per mole: 21.8
E_HOMO (alpha / beta) in eV: -14.92 / -15.28
LUMO energy (alpha / beta) in eV: -10.89 / -10.77
Gap between HOMO and LUMO (alpha / beta) in Eh: 0.148 / 0.166

Number 1: DFT total energy -297063.0626 eV. Number 2: DFT total energy -61821.4195 eV. Number 3: DFT total energy -9976.9239 eV. Number 4: DFT total energy -192641.1598 eV. Number 5: DFT total energy -90388.8603 eV. Number 6: DFT total energy -56404.4883 eV. Number 7: DFT total energy -7393.0611 eV. Number 8: DFT total energy -15757.9368 eV.